a | Here is an isolated ion of composition C8H17N2S and charge +1 from the Open Molecules 2025 dataset. Energies are from the ωB97M-V functional and the def2-TZVPD basis.

```
28
Properties=species:S:1:pos:R:3:mulliken_charge:R:1
C 2.270 0.914 2.335 -1.35
C 1.465 1.819 1.371 -0.10
S -0.207 2.266 2.136 -0.21
C 1.232 1.640 -0.081 -0.05
N 0.306 0.938 -0.603 -0.06
C -0.760 0.257 -0.545 0.09
N -1.971 0.847 -0.449 -0.27
C -0.694 -1.115 -0.995 1.78
C -1.064 -1.125 -2.457 -1.62
C -1.687 -1.989 -0.139 -1.30
C 0.717 -1.588 -0.669 -2.46
H 2.390 1.424 3.264 0.43
H 3.256 0.635 2.069 0.41
H 1.781 -0.110 2.674 0.28
H 2.019 2.749 1.497 0.37
H -0.045 3.622 2.218 0.21
H 1.831 2.127 -0.846 0.48
H -1.996 1.828 -0.155 0.29
H -2.827 0.220 -0.404 0.25
H -0.275 -0.603 -3.039 0.39
H -1.996 -0.636 -2.621 0.38
H -1.077 -2.179 -2.760 0.45
H -2.522 -1.374 0.288 0.31
H -2.195 -2.815 -0.784 0.32
H -1.153 -2.485 0.621 0.40
H 0.770 -2.609 -0.877 0.58
H 1.023 -1.477 0.309 0.50
H 1.407 -1.183 -1.357 0.50
```

E_HOMO ... -13.213 eV
Kohn-Sham gap ... 9.31 eV
SMILES string ... C[C@H](S)/C=N\C(=[NH2+])C(C)(C)C
Charge ... +1


b | Here is an isolated ion of composition C8H17N2S and charge +1 from the Open Molecules 2025 dataset. Energies are from the ωB97M-V functional and the def2-TZVPD basis.

```
28
Properties=species:S:1:pos:R:3:mulliken_charge:R:1
C 2.419 0.091 -0.710 -0.33
C -1.180 -1.618 0.043 -0.40
C -0.080 -0.659 -0.473 0.02
C -2.112 0.973 -0.473 -1.66
C 0.247 1.849 -0.942 -1.23
C -0.416 1.067 1.509 -1.45
C 1.835 -1.416 1.046 -1.34
C -0.514 0.814 -0.076 1.23
N 1.470 -0.665 -0.164 0.27
N -2.142 -2.152 -0.694 -0.15
S 3.986 -0.051 -0.221 -0.18
H -1.318 -1.827 1.028 0.42
H -0.056 -0.668 -1.580 0.29
H -2.421 2.000 -0.275 0.43
H -2.709 0.397 0.211 0.48
H -2.266 0.567 -1.504 0.33
H 0.263 2.826 -0.469 0.42
H 1.407 1.498 -1.127 0.24
H -0.256 2.043 -1.871 0.44
H 0.611 0.954 1.918 0.29
H -1.101 0.433 2.032 0.38
H -0.767 2.027 1.733 0.50
H 2.161 -0.692 1.948 0.37
H 1.098 -2.147 1.325 0.28
H 2.663 -2.051 0.836 0.53
H -2.959 -2.527 -0.206 0.32
H 4.279 0.829 -1.226 0.20
H -2.140 -1.892 -1.619 0.29
```

E_HOMO (spin up / spin down) ... -10.857 / -10.858 eV
Kohn-Sham gap (spin up / spin down) ... 5.46 / 5.46 eV
Charge ... +1


Which of them is the least stable? Correct choice: b.


a | Here is a 2-piece molecular cluster, C2H4BrNO2 overall from the Open Molecules 2025 dataset. Energies are from the ωB97M-V functional and the def2-TZVPD basis.

```
10
Properties=species:S:1:pos:R:3:mulliken_charge:R:1
C 0.204 -1.564 0.137 0.46
C -0.382 -0.111 0.232 -0.02
N -0.297 0.273 1.567 -0.34
O -0.585 -2.468 -0.320 -0.34
O 1.302 -1.748 0.603 -0.53
Br -2.328 0.018 -0.576 -0.28
H 0.557 0.819 -0.731 0.32
H -1.365 -1.977 -0.626 0.30
H -0.239 1.265 1.727 0.21
H -0.047 -0.312 2.338 0.21
```

E_HOMO ... -9.893 eV
Kohn-Sham gap ... 9.59 eV
Charge ... 0


b | Here is one molecule with the formula C2H4BrNO2 from the Open Molecules 2025 dataset. Energies are from the ωB97M-V functional and the def2-TZVPD basis.

```
10
Properties=species:S:1:pos:R:3:mulliken_charge:R:1
C 0.065 -0.021 -0.170 -1.26
C -0.854 -0.261 0.931 0.02
Br -0.521 -2.131 1.674 -0.12
N -0.439 0.685 2.128 0.87
O -1.183 1.588 2.377 -0.56
O 0.535 0.503 2.808 -0.49
H 1.062 -0.059 0.215 0.40
H -0.143 0.971 -0.592 0.34
H -0.008 -0.764 -0.868 0.40
H -1.963 -0.177 0.639 0.39
```

E_HOMO ... -10.772 eV
Kohn-Sham gap ... 10.60 eV
SMILES string ... C[C@@H](Br)[N+](=O)[O-]
Charge ... 0


Which of them is the least stable? Correct choice: b.


a | Here is one molecule with the formula C7H9Cl from the Open Molecules 2025 dataset. Energies are from the ωB97M-V functional and the def2-TZVPD basis.

```
17
Properties=species:S:1:pos:R:3:mulliken_charge:R:1
Cl -0.998 -3.134 -0.078 -0.22
C -0.333 -1.551 -0.065 0.34
C -0.507 -0.805 -1.168 -0.66
C -0.132 0.606 -1.230 -0.35
C -0.841 1.172 0.097 -0.72
C 0.299 0.529 0.872 -0.20
C 0.053 -0.986 1.247 -0.71
C 1.281 0.711 -0.354 -0.67
H -0.827 -1.250 -2.076 0.43
H -0.128 1.065 -2.217 0.49
H -1.939 0.936 0.284 0.30
H -0.781 2.309 0.242 0.26
H 0.806 1.128 1.649 0.43
H -0.733 -1.119 1.970 0.38
H 1.096 -1.372 1.596 0.30
H 1.504 1.779 -0.223 0.35
H 2.181 -0.018 -0.546 0.26
```

E_HOMO ... -8.654 eV
Kohn-Sham gap ... 9.63 eV
SMILES string ... ClC1=C[C@H]2C[C@@H](C1)C2
Charge ... 0


b | Here is one molecule with the formula C7H9Cl from the Open Molecules 2025 dataset. Energies are from the ωB97M-V functional and the def2-TZVPD basis.

```
17
Properties=species:S:1:pos:R:3:mulliken_charge:R:1
C -0.352 -2.122 -1.982 -0.96
C -0.195 -1.294 -0.740 1.04
C -0.914 -0.126 -0.739 -0.96
C -0.738 0.996 0.459 0.06
Cl 0.462 2.170 -0.035 -0.20
C -0.429 0.099 1.638 -0.74
C 0.831 -0.837 1.356 -0.65
C 0.947 -1.474 0.259 -0.24
H 0.739 -2.209 -2.154 0.27
H -0.969 -3.135 -1.810 0.21
H -1.008 -1.458 -2.707 0.28
H -1.563 0.023 -1.548 0.29
H -1.693 1.545 0.742 0.35
H -0.341 0.635 2.724 0.30
H -1.284 -0.811 1.718 0.24
H 1.506 -0.868 2.170 0.43
H 1.853 -2.063 -0.040 0.27
```

E_HOMO ... -8.831 eV
Kohn-Sham gap ... 9.65 eV
SMILES string ... CC1=C[C@H](Cl)CC=C1
Charge ... 0


c | Here is one molecule with the formula C7H9Cl from the Open Molecules 2025 dataset. Energies are from the ωB97M-V functional and the def2-TZVPD basis.

```
17
Properties=species:S:1:pos:R:3:mulliken_charge:R:1
C 2.206 -1.124 -0.293 -1.25
C 0.892 -0.441 -0.109 1.07
C -0.173 -0.986 0.505 -0.71
C -1.528 -0.352 0.516 -0.08
Cl -2.771 -0.967 -0.699 -0.23
C -1.497 1.135 0.514 -0.85
C -0.442 1.552 -0.465 -0.37
C 0.666 0.816 -0.754 -0.52
H 2.173 -1.806 -1.243 0.24
H 3.020 -0.410 -0.444 0.35
H 2.378 -1.820 0.617 0.32
H -0.083 -1.943 0.980 0.34
H -1.915 -0.689 1.479 0.33
H -2.473 1.536 0.235 0.39
H -1.257 1.604 1.443 0.30
H -0.543 2.582 -0.852 0.33
H 1.345 1.311 -1.432 0.34
```

E_HOMO ... -8.484 eV
Kohn-Sham gap ... 9.05 eV
SMILES string ... CC1=C[C@H](Cl)CC=C1
Charge ... 0


Which of them is the least stable? Correct choice: b.


a | Here is C33H29Cl3MgO4PS3Sb as an isolated structure from the Open Molecules 2025 dataset. Energies are from the ωB97M-V functional and the def2-TZVPD basis.

```
75
Properties=species:S:1:pos:R:3:mulliken_charge:R:1
Mg 0.962 -0.450 -1.286 1.45
Cl 1.651 -5.982 -6.532 -0.30
C 1.467 -5.029 -5.092 0.66
C 0.239 -4.394 -4.779 -0.75
C 0.255 -3.465 -3.773 0.42
Cl -1.156 -2.485 -3.512 -0.18
C 1.471 -3.069 -3.026 -0.44
O 1.498 -2.180 -2.167 -0.31
C 2.601 -3.836 -3.464 0.55
Cl 4.062 -3.366 -2.598 -0.21
C 2.632 -4.756 -4.460 -0.72
H -0.664 -4.677 -5.322 0.38
H 3.621 -5.179 -4.742 0.30
S 2.833 1.253 -1.480 -0.56
C 1.928 2.623 -2.197 0.30
C 2.617 3.873 -2.305 -0.48
C 2.096 4.960 -2.893 -0.51
C 0.815 4.872 -3.463 -0.34
C 0.158 3.684 -3.498 -0.92
C 0.686 2.530 -2.800 0.32
S -0.340 1.013 -2.825 -0.46
H 3.650 3.851 -1.928 0.27
H 2.495 6.056 -2.951 0.11
H 0.367 5.679 -3.944 0.47
H -0.850 3.689 -3.872 0.31
O -1.824 -2.058 0.999 -0.68
S -0.542 -1.722 1.548 1.07
O 0.234 -2.757 2.213 -0.79
O 0.306 -1.044 0.537 -0.38
C -0.938 -0.509 2.759 0.19
C -0.882 -0.911 4.057 -0.54
C -1.299 -0.120 5.104 -0.47
C -1.767 1.148 4.860 -0.93
C -1.763 1.564 3.507 0.22
C -1.399 0.771 2.398 -0.16
P -1.795 1.257 0.669 0.83
C -1.369 3.056 0.546 0.33
C -0.230 3.630 1.117 -0.28
C 0.223 4.922 0.887 -0.83
C -0.480 5.639 -0.024 -0.13
C -1.606 5.156 -0.687 -0.80
C -2.053 3.869 -0.396 -0.52
C -3.667 1.255 0.869 0.23
C -4.428 2.317 1.419 -0.43
C -5.776 2.138 1.718 -0.68
C -6.372 0.842 1.590 -0.36
C -5.594 -0.199 1.148 -0.62
C -4.290 0.024 0.723 -0.41
H -0.606 -1.949 4.280 0.40
H -1.315 -0.574 6.060 0.41
H -2.090 1.867 5.611 0.38
H -2.064 2.614 3.239 0.13
H 0.317 3.107 1.909 0.31
H 1.136 5.221 1.310 0.46
H -0.223 6.695 -0.321 0.19
H -2.128 5.831 -1.419 0.29
H -2.949 3.522 -0.852 0.49
H -3.976 3.233 1.610 0.44
H -6.316 2.957 2.250 0.27
H -7.440 0.714 1.816 0.33
H -5.874 -1.255 1.155 0.38
H -3.755 -0.765 0.194 0.34
C 2.443 -4.830 0.552 -1.34
Sb 3.444 -3.051 1.086 0.66
C 3.534 -3.621 3.180 -1.37
C 5.422 -4.063 0.847 -1.37
H 2.813 -5.549 1.219 0.56
H 2.612 -5.127 -0.461 0.39
H 1.347 -4.671 0.649 0.26
H 3.453 -4.661 3.410 0.46
H 2.690 -3.121 3.683 0.22
H 4.445 -3.294 3.720 0.40
H 5.595 -4.869 1.620 0.35
H 6.152 -3.324 1.131 0.40
H 5.551 -4.520 -0.127 0.35
```

E_HOMO ... -1.500 eV
Kohn-Sham gap ... 5.64 eV
Charge ... -2


b | Here is C33H29Cl3MgO4PS3Sb as an isolated structure from the Open Molecules 2025 dataset. Energies are from the ωB97M-V functional and the def2-TZVPD basis.

```
75
Properties=species:S:1:pos:R:3:mulliken_charge:R:1
Mg 0.015 0.359 -1.179 2.94
Cl 2.034 2.503 6.075 -0.30
C 1.527 2.229 4.392 0.11
C 0.198 1.885 4.166 -0.58
C -0.315 1.695 2.913 0.44
Cl -2.043 1.247 2.782 -0.20
C 0.494 1.716 1.748 -1.38
O 0.044 1.407 0.591 -1.13
C 1.805 2.157 2.032 0.71
Cl 2.912 2.353 0.695 -0.21
C 2.333 2.357 3.294 -0.39
H -0.422 1.724 5.012 0.47
H 3.380 2.608 3.445 0.41
S 2.230 -0.641 -1.734 -0.50
C 2.742 0.101 -3.267 0.24
C 3.940 -0.233 -3.894 -0.47
C 4.371 0.400 -5.055 -0.63
C 3.516 1.278 -5.695 -0.38
C 2.322 1.631 -5.082 -0.50
C 1.932 1.091 -3.847 -0.10
S 0.353 1.527 -3.188 -0.44
H 4.599 -0.932 -3.369 0.32
H 5.310 0.118 -5.515 0.31
H 3.851 1.732 -6.651 0.26
H 1.662 2.336 -5.620 0.29
O -3.431 -1.893 -2.400 -0.72
S -3.237 -0.770 -1.463 1.26
O -4.342 0.174 -1.483 -0.79
O -1.949 -0.092 -1.582 -0.05
C -3.363 -1.676 0.082 -0.26
C -4.678 -1.804 0.488 -0.76
C -4.984 -2.646 1.538 -0.62
C -3.989 -3.426 2.123 -0.65
C -2.698 -3.297 1.725 -0.31
C -2.323 -2.366 0.760 0.21
P -0.566 -2.040 0.301 0.45
C 0.116 -3.642 -0.230 0.50
C 0.812 -4.497 0.625 -0.14
C 1.463 -5.587 0.076 -0.81
C 1.348 -5.838 -1.279 -0.45
C 0.655 -4.987 -2.135 -0.73
C 0.064 -3.871 -1.612 -0.47
C 0.322 -1.769 1.885 0.66
C -0.232 -1.601 3.146 -0.70
C 0.557 -1.327 4.253 -0.78
C 1.919 -1.055 4.089 -0.30
C 2.478 -1.137 2.820 -0.78
C 1.715 -1.552 1.736 -0.42
H -5.452 -1.267 -0.022 0.56
H -5.994 -2.623 1.952 0.33
H -4.284 -4.128 2.873 0.42
H -1.926 -3.853 2.272 0.38
H 0.868 -4.286 1.684 0.41
H 2.074 -6.221 0.688 0.41
H 1.816 -6.717 -1.666 0.38
H 0.548 -5.280 -3.170 0.40
H -0.413 -3.140 -2.262 0.33
H -1.305 -1.696 3.287 0.41
H 0.151 -1.207 5.236 0.42
H 2.500 -0.725 4.965 0.35
H 3.532 -0.870 2.676 0.36
H 2.166 -1.661 0.738 0.28
C -2.220 6.762 -0.676 -1.26
Sb -1.745 4.690 -0.218 0.63
C 0.319 4.928 -0.751 -1.06
C -2.466 3.919 -2.109 -0.91
H -1.920 6.998 -1.718 0.32
H -1.660 7.391 0.055 0.32
H -3.271 6.992 -0.522 0.32
H 0.419 5.292 -1.772 0.39
H 0.736 3.911 -0.729 0.06
H 0.855 5.553 -0.057 0.42
H -1.910 4.331 -2.972 0.30
H -3.525 4.106 -2.171 0.40
H -2.338 2.853 -2.123 0.00
```

E_HOMO ... -1.555 eV
Kohn-Sham gap ... 5.52 eV
Charge ... -2


Which of them is the least stable? Correct choice: a.